(1)
C19H32N4O2S in the gas phase in a non-equilibrium geometry, computed with the ωB97M-V functional and the def2-TZVPD basis.

Energy above the lowest of the compared OMol25 structures with the same formula, charge and spin = 0.025 eV
Frontier orbital gap = 9.49 eV
SMILES = CCCc1nnc(SCC(=O)N2[C@H](C)CCC[C@@H]2C)n1C[C@@H]1CCCO1
E_LUMO = 0.69 eV

Structure (XYZ):
```
58
C19H32N4O2S (the ωB97M-V functional and the def2-TZVPD basis)
C -4.836 -0.095 -1.726
C -3.696 0.478 -0.895
C -2.345 0.258 -1.572
C -1.232 0.810 -0.760
N -1.335 1.320 0.438
N -0.113 1.691 0.849
C 0.725 1.393 -0.101
S 2.461 1.569 -0.051
C 2.830 0.208 1.138
C 1.750 -0.852 0.997
O 1.748 -1.541 -0.014
N 0.817 -0.985 1.961
C 0.777 -0.175 3.173
C 1.633 -0.790 4.286
C -0.659 0.098 3.636
C -1.524 -1.152 3.650
C -1.533 -1.719 2.238
C -0.126 -2.089 1.776
C 0.391 -3.376 2.423
N 0.072 0.821 -1.157
C 0.663 0.375 -2.381
C 0.755 1.532 -3.396
C 1.482 1.092 -4.684
C 2.581 2.144 -4.851
C 2.775 2.620 -3.411
O 1.477 2.619 -2.853
H -5.788 0.075 -1.231
H -4.709 -1.166 -1.867
H -4.872 0.377 -2.707
H -3.844 1.547 -0.742
H -3.681 0.009 0.089
H -2.175 -0.814 -1.722
H -2.342 0.733 -2.558
H 3.770 -0.217 0.788
H 2.963 0.629 2.129
H 1.184 0.807 2.919
H 1.799 -0.051 5.067
H 2.598 -1.108 3.898
H 1.145 -1.650 4.734
H -0.612 0.551 4.627
H -1.104 0.821 2.950
H -1.144 -1.887 4.360
H -2.539 -0.893 3.953
H -2.165 -2.606 2.172
H -1.936 -0.956 1.569
H -0.152 -2.264 0.693
H 0.388 -3.316 3.507
H 1.406 -3.572 2.086
H -0.238 -4.210 2.123
H 1.666 0.004 -2.148
H 0.065 -0.441 -2.792
H -0.259 1.903 -3.598
H 0.807 1.057 -5.536
H 1.916 0.102 -4.545
H 3.492 1.740 -5.283
H 2.228 2.970 -5.468
H 3.165 3.633 -3.326
H 3.431 1.935 -2.856
```

These are the Mulliken partial charges, in e, on atoms 1 to 2:
1 C -1.41
2 C -0.18

---

(2)
5 unconnected molecules or ions with the total composition C3H19N2O5 in a non-equilibrium geometry, computed with the ωB97M-V functional and the def2-TZVPD basis.

Energy above the lowest of the compared OMol25 structures with the same formula, charge and spin = 0.676 eV
Frontier orbital gap = 10.33 eV
Net charge = +1
E_LUMO = -2.82 eV

Structure (XYZ):
```
29
C3H19N2O5 (the ωB97M-V functional and the def2-TZVPD basis)
N -0.092 -0.876 -0.103
C 0.619 0.248 -0.738
C 1.229 1.168 0.269
O 2.543 0.706 0.527
C 1.618 -0.126 -1.859
N 0.832 -0.714 -2.926
H -1.038 -0.575 0.251
H 0.502 -1.133 0.696
H -0.226 -1.697 -0.706
H -0.203 0.787 -1.264
H 0.616 1.170 1.225
H 1.251 2.234 0.026
H 3.140 1.448 0.658
H 2.139 0.832 -2.041
H 2.432 -0.827 -1.622
H 0.610 0.032 -3.580
H 1.289 -1.406 -3.500
H -2.327 1.336 0.508
H -3.341 0.392 -0.119
O -2.400 0.423 0.146
H -2.454 3.313 1.197
H -3.046 2.430 2.325
O -2.240 2.611 1.825
H 1.337 -4.063 0.350
H 1.881 -2.675 -0.122
O 1.246 -3.110 0.466
H -1.928 -0.879 3.477
H -2.232 -0.161 2.106
O -1.759 -0.890 2.530
```

These are the Mulliken partial charges, in e, on atoms 1 to 2:
1 N -0.01
2 C 0.13

---

(3)
10 unconnected molecules or ions with the total composition C37H73N3O17 in a non-equilibrium geometry, computed with the ωB97M-V functional and the def2-TZVPD basis.

Frontier orbital gap = 9.51 eV
SMILES = O=C1OCCO1.O=C1OCCO1.O=C1OCCO1.CCCC#N.CCCC#N.CCCC#N.COCCOC.COCCOC.COCCOC.COCCOC
E_LUMO = 0.31 eV

Structure (XYZ):
```
130
C37H73N3O17 (the ωB97M-V functional and the def2-TZVPD basis)
O -0.210 23.484 20.028
C -1.142 23.274 20.726
O -1.212 23.728 21.963
C -2.553 23.433 22.544
C -3.303 22.891 21.351
O -2.247 22.631 20.321
H -2.387 22.804 23.433
H -3.031 24.358 22.910
H -3.990 23.659 20.964
H -3.856 21.975 21.552
O 2.073 25.112 14.527
C 2.133 24.106 15.130
O 1.300 23.044 15.029
C 1.642 22.078 16.023
C 3.043 22.507 16.446
O 3.158 23.845 15.986
H 0.893 21.950 16.809
H 1.693 21.078 15.598
H 3.845 21.927 16.014
H 3.172 22.458 17.524
O 0.704 14.234 14.778
C -0.122 14.737 15.401
O -0.444 14.430 16.685
C -1.398 15.381 17.200
C -1.968 15.985 15.934
O -0.924 15.755 15.000
H -2.154 14.870 17.779
H -0.837 16.151 17.706
H -2.139 17.063 15.980
H -2.871 15.445 15.615
C 3.761 15.901 15.022
C 4.842 16.592 15.902
C 5.677 17.688 15.117
C 4.702 18.771 14.915
N 3.800 19.468 14.920
H 4.181 15.664 14.037
H 2.902 16.567 14.918
H 3.283 15.047 15.503
H 5.559 15.839 16.205
H 4.348 16.963 16.797
H 6.027 17.234 14.213
H 6.508 18.118 15.672
C 1.322 15.647 20.233
C 0.661 14.285 20.385
C -0.502 14.239 21.407
C -1.537 15.201 20.864
N -2.237 15.951 20.377
H 0.540 16.400 20.137
H 2.061 15.711 19.433
H 1.774 15.957 21.175
H 1.449 13.583 20.671
H 0.262 13.842 19.474
H -0.195 14.743 22.343
H -0.876 13.232 21.604
C 0.543 19.412 19.512
C 1.206 19.118 18.155
C 2.710 19.465 18.091
C 3.503 18.564 18.967
N 4.043 17.765 19.588
H 0.616 20.451 19.846
H 0.963 18.789 20.303
H -0.524 19.181 19.415
H 0.692 19.747 17.446
H 1.133 18.081 17.831
H 2.937 20.409 18.586
H 3.176 19.510 17.113
C 4.967 24.067 19.309
O 4.495 23.819 20.614
C 3.110 23.476 20.627
C 2.880 23.054 22.065
O 3.578 21.836 22.489
C 3.267 20.630 21.770
H 6.036 24.164 19.453
H 4.522 24.981 18.886
H 4.727 23.274 18.598
H 2.912 22.610 20.005
H 2.457 24.254 20.220
H 1.822 23.002 22.252
H 3.390 23.799 22.698
H 2.182 20.495 21.688
H 3.690 19.761 22.264
H 3.656 20.623 20.748
C -1.614 19.734 22.896
O -1.472 20.494 24.097
C -0.133 20.989 24.267
C -0.060 21.610 25.642
O -0.969 22.684 25.683
C -0.960 23.351 26.977
H -2.606 19.318 22.875
H -0.867 18.931 22.862
H -1.448 20.331 22.008
H 0.094 21.787 23.545
H 0.594 20.189 24.133
H 0.908 22.026 25.966
H -0.420 20.809 26.306
H -1.330 24.331 26.809
H 0.057 23.475 27.355
H -1.576 22.800 27.686
C 6.499 16.568 22.887
O 5.812 15.451 22.264
C 4.469 15.372 22.650
C 3.926 13.981 22.328
O 4.505 13.034 23.190
C 4.177 11.708 22.885
H 5.821 17.444 22.920
H 7.358 16.749 22.251
H 6.793 16.294 23.925
H 3.807 16.205 22.273
H 4.379 15.569 23.759
H 4.142 13.781 21.284
H 2.842 13.997 22.438
H 3.160 11.421 23.157
H 4.813 11.085 23.513
H 4.323 11.415 21.847
C -0.666 19.514 13.860
O 0.210 19.094 12.825
C 1.189 18.078 13.180
C 2.031 17.680 11.910
O 1.252 16.856 11.039
C 0.356 17.616 10.242
H -1.651 19.076 13.649
H -0.881 20.586 13.788
H -0.204 19.244 14.830
H 0.659 17.212 13.577
H 1.859 18.578 13.872
H 2.876 17.056 12.237
H 2.310 18.621 11.413
H 0.641 18.658 10.010
H -0.621 17.770 10.746
H 0.249 17.109 9.291
```

These are the Mulliken partial charges, in e, on atoms 1 to 2:
1 O -0.50
2 C 0.62

---

(4)
A molecular structure, C8H13AlF10O2PS in a non-equilibrium geometry, computed with the ωB97M-V functional and the def2-TZVPD basis.

Frontier orbital gap = 4.93 eV
Net charge = -1
E_LUMO = 0.93 eV

Structure (XYZ):
```
36
C8H13AlF10O2PS (the ωB97M-V functional and the def2-TZVPD basis)
C -3.257 -3.371 0.636
P -2.885 -2.493 -1.011
C -1.550 -3.599 -1.833
Al -1.743 -0.481 -0.503
O -2.905 0.621 0.443
C -0.196 -1.009 0.742
C 0.630 0.228 1.354
C 2.026 0.511 0.582
F 1.841 0.838 -0.788
F 2.681 -0.782 0.564
C 3.028 1.471 1.373
F 4.369 1.098 1.021
F 2.953 1.234 2.782
S 2.836 3.309 1.093
F 2.434 3.509 2.727
F 1.232 3.222 0.688
F 3.370 3.248 -0.477
F 4.459 3.499 1.558
F 2.732 4.966 0.927
C -1.114 0.270 -2.303
C -1.124 1.859 -2.413
O -0.319 2.398 -3.217
F -1.992 2.726 -1.698
H -3.990 -2.766 1.267
H -2.262 -3.482 1.203
H -3.632 -4.425 0.397
H -1.991 -4.543 -2.308
H -0.828 -3.926 -0.996
H -0.918 -3.031 -2.602
H -2.416 1.327 0.923
H -0.679 -1.573 1.626
H 0.430 -1.780 0.180
H 0.791 0.022 2.471
H -0.073 1.143 1.310
H -1.858 -0.113 -3.095
H -0.080 -0.124 -2.619
```

These are the Mulliken partial charges, in e, on atoms 1 to 2:
1 C -0.87
2 P 0.10

---

(5)
A molecular structure, C21H28N7O5PPdS3, computed with the ωB97M-V functional and the def2-TZVPD basis.

Frontier orbital gap (spin up / spin down) = 5.52 / 5.52 eV
Net charge = +2
E_LUMO (spin up / spin down) = -9.36 / -9.36 eV

Structure (XYZ):
```
66
C21H28N7O5PPdS3 (the ωB97M-V functional and the def2-TZVPD basis)
Pd -0.426 -0.280 0.334
S 1.804 -0.652 -0.090
C 2.162 -0.304 1.585
S 0.636 0.106 2.310
C 3.352 -0.375 2.212
C 4.506 -0.788 1.482
N 5.416 -1.163 0.889
C 3.397 -0.059 3.603
N 3.302 0.171 4.725
C 0.560 2.997 0.825
P -0.153 1.869 -0.379
C 0.878 1.918 -1.855
C -1.788 2.418 -0.829
C -2.671 2.850 0.169
C -3.916 3.335 -0.179
C -4.292 3.383 -1.520
C -3.426 2.945 -2.513
C -2.174 2.456 -2.171
H 0.053 2.933 1.786
H 0.456 4.008 0.424
H 1.616 2.765 0.964
H 0.815 2.940 -2.241
H 0.547 1.222 -2.624
H 1.905 1.691 -1.584
H -2.382 2.823 1.214
H -4.590 3.694 0.587
H -5.262 3.780 -1.791
H -3.717 2.998 -3.553
H -1.504 2.128 -2.955
N 0.686 -3.887 0.336
C -0.605 -3.554 0.241
N -1.525 -4.516 0.364
O -0.980 -2.361 0.050
H 0.987 -4.838 0.466
H 1.383 -3.186 0.148
H -1.286 -5.486 0.475
H -2.497 -4.264 0.331
C -9.990 0.442 -2.277
C -8.525 0.545 -1.870
S -8.419 0.746 -0.100
O -9.057 1.975 0.261
O -8.775 -0.501 0.521
C -6.654 0.983 0.240
C -5.972 -0.341 0.537
N -4.592 -0.135 1.018
C -3.489 -0.227 0.257
N -2.401 -0.001 0.995
C -2.811 0.226 2.280
C -4.163 0.159 2.293
N -5.020 0.367 3.440
O -6.209 0.475 3.232
O -4.448 0.493 4.496
C -3.500 -0.537 -1.194
H -10.054 0.307 -3.355
H -10.527 1.348 -2.007
H -10.467 -0.408 -1.794
H -8.039 1.412 -2.319
H -7.973 -0.364 -2.119
H -6.649 1.634 1.116
H -6.201 1.510 -0.602
H -5.904 -0.966 -0.352
H -6.525 -0.889 1.292
H -2.154 0.437 3.107
H -3.941 -1.516 -1.384
H -2.484 -0.560 -1.585
H -4.063 0.213 -1.752
```

These are the Mulliken partial charges, in e, on atoms 1 to 2:
1 Pd 0.20
2 S -0.35

---

(6)
C2H6N2O3 in the gas phase in a non-equilibrium geometry, computed with the ωB97M-V functional and the def2-TZVPD basis.

Energy above the lowest of the compared OMol25 structures with the same formula, charge and spin = 4.711 eV
Frontier orbital gap = 10.08 eV
SMILES = NC[C@@H](O)[N+](=O)[O-]
E_LUMO = 0.61 eV

Structure (XYZ):
```
13
C2H6N2O3 (the ωB97M-V functional and the def2-TZVPD basis)
N 0.084 -0.052 -1.451
C 0.200 0.692 -0.214
C -0.349 -0.194 0.998
O 0.355 -1.251 1.489
N -0.521 0.893 2.127
O -1.513 1.543 2.050
O 0.385 0.950 2.886
H 0.580 -0.971 -1.487
H -0.858 -0.082 -1.750
H -0.351 1.530 -0.274
H 1.191 0.991 -0.061
H -1.337 -0.507 0.699
H 1.054 -0.995 2.101
```

These are the Mulliken partial charges, in e, on atoms 1 to 2:
1 N -0.56
2 C -0.92

---

(7)
2 unconnected molecules or ions with the total composition C3H5ClN2O3 in a non-equilibrium geometry, computed with the ωB97M-V functional and the def2-TZVPD basis.

Energy above the lowest of the compared OMol25 structures with the same formula, charge and spin = 1.169 eV
Frontier orbital gap = 9.66 eV
SMILES = C=C(C(N)=O)[N+](=O)[O-].Cl
E_LUMO = -0.95 eV

Structure (XYZ):
```
14
C3H5ClN2O3 (the ωB97M-V functional and the def2-TZVPD basis)
C 1.138 1.879 -0.691
C 0.288 0.875 -0.503
C -0.648 0.912 0.694
N -0.984 -0.271 1.227
O -1.010 1.983 1.123
N 0.282 -0.227 -1.430
O 0.097 -1.349 -0.989
O 0.465 0.031 -2.595
H 1.835 1.885 -1.514
H 1.148 2.703 0.001
H -0.653 -1.152 0.861
H -1.613 -0.254 2.013
Cl -0.231 -3.695 1.512
H -0.114 -3.319 0.292
```

These are the Mulliken partial charges, in e, on atoms 1 to 2:
1 C -0.81
2 C 0.39

---

(8)
7 unconnected molecules or ions with the total composition C25H56F3IN8O9P in a non-equilibrium geometry, computed with the ωB97M-V functional and the def2-TZVPD basis.

Frontier orbital gap = 8.23 eV
Net charge = +1
E_LUMO = -2.44 eV

Structure (XYZ):
```
103
C25H56F3IN8O9P (the ωB97M-V functional and the def2-TZVPD basis)
C -1.903 -2.891 -2.751
C -3.409 -2.661 -2.951
C -4.020 -1.502 -2.135
I -4.937 -2.221 -0.327
C -3.047 -0.335 -1.849
O -3.673 0.561 -0.887
C -4.492 1.390 -1.578
N -3.691 1.724 -2.830
P -4.983 1.972 -4.077
O -5.873 3.001 -3.608
C -2.687 0.633 -3.030
C -1.211 1.023 -2.757
C -0.986 2.064 -1.645
C 0.503 1.986 -1.289
C 1.265 3.317 -1.217
C 2.657 3.167 -1.828
N 3.229 1.867 -1.447
C -2.651 -0.005 -4.415
O -2.327 0.982 -5.383
C -2.398 0.544 -6.661
F -2.276 1.581 -7.432
F -3.551 -0.010 -6.929
F -1.432 -0.282 -6.930
H -1.287 -2.002 -2.809
H -1.572 -3.534 -3.562
H -1.710 -3.459 -1.853
H -3.662 -2.595 -4.004
H -3.897 -3.564 -2.608
H -4.835 -1.094 -2.731
H -2.232 -0.738 -1.263
H -5.403 0.881 -1.924
H -4.887 2.239 -1.038
H -3.291 2.669 -2.782
H -4.318 2.407 -5.234
H -5.607 0.727 -4.286
H -0.686 1.377 -3.640
H -0.721 0.111 -2.435
H -1.612 1.901 -0.775
H -1.182 3.048 -2.074
H 0.623 1.492 -0.332
H 1.004 1.373 -2.033
H 1.398 3.655 -0.193
H 0.758 4.117 -1.761
H 3.302 3.966 -1.513
H 2.546 3.210 -2.918
H 2.910 1.199 -2.140
H 4.232 1.882 -1.599
H -1.853 -0.736 -4.368
H -3.583 -0.535 -4.610
O 0.385 -1.875 -0.825
C 1.073 -1.704 0.176
N 0.523 -1.650 1.410
C 2.573 -1.534 0.127
H 1.064 -1.509 2.250
H -0.474 -1.760 1.485
H 2.811 -0.667 -0.485
H 3.022 -2.422 -0.316
H 2.992 -1.389 1.123
O 3.474 6.115 -2.016
C 2.695 6.919 -2.492
N 2.387 8.076 -1.849
C 2.015 6.700 -3.823
H 1.751 8.760 -2.214
H 2.828 8.248 -0.961
H 1.430 5.782 -3.774
H 2.774 6.599 -4.596
H 1.353 7.524 -4.089
O 5.906 -0.131 -1.446
C 6.584 0.049 -0.449
N 6.018 0.101 0.786
C 8.081 0.228 -0.503
H 6.540 0.248 1.630
H 5.019 -0.012 0.844
H 8.313 1.094 -1.121
H 8.527 -0.660 -0.949
H 8.514 0.377 0.486
O 2.354 -1.108 4.228
C 2.126 -1.717 5.264
N 2.144 -1.084 6.464
C 1.813 -3.189 5.302
H 1.963 -1.550 7.333
H 2.351 -0.099 6.471
H 2.649 -3.741 4.879
H 0.919 -3.376 4.707
H 1.641 -3.545 6.311
O 2.952 -4.997 7.351
C 3.658 -4.833 8.331
N 3.130 -4.789 9.584
C 5.154 -4.667 8.237
H 3.682 -4.657 10.411
H 2.134 -4.901 9.676
H 5.376 -3.797 7.622
H 5.578 -5.554 7.769
H 5.616 -4.532 9.214
O -6.174 -3.600 2.476
C -6.973 -2.851 3.011
N -7.605 -1.862 2.324
C -7.327 -2.963 4.473
H -8.267 -1.237 2.744
H -7.396 -1.760 1.344
H -6.423 -2.833 5.066
H -7.740 -3.952 4.661
H -8.057 -2.215 4.779
```

These are the Mulliken partial charges, in e, on atoms 1 to 2:
1 C -1.08
2 C -0.43

---

(9)
2 unconnected molecules or ions with the total composition C9H14 in a non-equilibrium geometry, computed with the ωB97M-V functional and the def2-TZVPD basis.

Energy above the lowest of the compared OMol25 structures with the same formula, charge and spin = 0.421 eV
Frontier orbital gap = 10.02 eV
SMILES = Cc1ccccc1.CC
E_LUMO = 1.00 eV

Structure (XYZ):
```
23
C9H14 (the ωB97M-V functional and the def2-TZVPD basis)
C 1.504 -2.819 0.295
C 0.204 -2.059 0.427
C -0.279 -1.305 -0.647
C -1.463 -0.578 -0.457
C -2.158 -0.601 0.732
C -1.692 -1.390 1.788
C -0.494 -2.061 1.625
H 1.738 -3.223 1.277
H 2.240 -2.165 -0.172
H 1.468 -3.635 -0.430
H 0.181 -1.181 -1.617
H -1.825 0.004 -1.297
H -3.010 0.058 0.829
H -2.184 -1.355 2.749
H -0.050 -2.550 2.486
C 1.464 3.014 -0.891
C -0.066 3.188 -1.009
H 1.983 3.879 -1.301
H 1.789 2.969 0.152
H 1.887 2.113 -1.331
H -0.229 4.224 -1.278
H -0.416 2.564 -1.830
H -0.590 2.910 -0.101
```

These are the Mulliken partial charges, in e, on atoms 1 to 2:
1 C -1.28
2 C 0.97

---

What did the seventh record say?
2 unconnected molecules or ions with the total composition C3H5ClN2O3 in a non-equilibrium geometry, computed with the ωB97M-V functional and the def2-TZVPD basis.

Energy above the lowest of the compared OMol25 structures with the same formula, charge and spin = 1.169 eV
Frontier orbital gap = 9.66 eV
SMILES = C=C(C(N)=O)[N+](=O)[O-].Cl
E_LUMO = -0.95 eV

Structure (XYZ):
```
14
C3H5ClN2O3 (the ωB97M-V functional and the def2-TZVPD basis)
C 1.138 1.879 -0.691
C 0.288 0.875 -0.503
C -0.648 0.912 0.694
N -0.984 -0.271 1.227
O -1.010 1.983 1.123
N 0.282 -0.227 -1.430
O 0.097 -1.349 -0.989
O 0.465 0.031 -2.595
H 1.835 1.885 -1.514
H 1.148 2.703 0.001
H -0.653 -1.152 0.861
H -1.613 -0.254 2.013
Cl -0.231 -3.695 1.512
H -0.114 -3.319 0.292
```

These are the Mulliken partial charges, in e, on atoms 1 to 2:
1 C -0.81
2 C 0.39